[1]
{
  "formula": "C27H23N5PtTe",
  "method": "the ωB97M-V functional and the def2-TZVPD basis",
  "lumo_ev": -0.76,
  "e_tot_ha": -1703.865407,
  "gap_ha": 0.22557,
  "homo_ha": -0.2537,
  "multiplicity": 1,
  "species": ["Pt", "C", "C", "C", "C", "N", "C", "N", "C", "N", "C", "N", "C", "C", "C", "C", "C", "N", "C", "C", "C", "C", "C", "C", "H", "H", "H", "H", "H", "H", "H", "H", "H", "H", "H", "H", "C", "C", "C", "C", "C", "C", "Te", "C", "C", "C", "H", "H", "H", "H", "H", "H", "H", "H", "H", "H", "H"],
  "xyz": [[-0.94464, 0.73530, 0.78007], [0.65046, -1.80997, 3.76707], [1.79547, -1.18448, 4.25337], [2.17466, 0.01062, 3.70005], [1.42227, 0.59700, 2.66809], [0.28119, 0.00683, 2.24883], [-0.07126, -1.18430, 2.78544], [1.98402, 1.75018, 2.15449], [1.54649, 2.39149, 1.13017], [0.48696, 2.11949, 0.32293], [0.29764, 3.11686, -0.58322], [-0.64318, 3.27453, -1.44448], [-1.70674, 2.40939, -1.62575], [-2.53211, 2.74440, -2.71240], [-3.58975, 1.94571, -3.06326], [-3.82073, 0.78586, -2.32812], [-3.00384, 0.51345, -1.26269], [-1.97466, 1.30796, -0.89075], [1.39854, 4.10189, -0.40897], [1.68895, 5.27393, -1.07413], [2.80593, 5.98600, -0.64178], [3.58263, 5.53473, 0.42192], [3.27172, 4.35408, 1.09364], [2.17129, 3.65296, 0.64895], [0.30851, -2.75967, 4.15128], [2.37919, -1.62914, 5.04842], [3.06335, 0.53723, 4.01258], [-0.98514, -1.60483, 2.39146], [-2.28244, 3.64477, -3.25244], [-4.22386, 2.21297, -3.89811], [-4.62849, 0.10790, -2.56298], [-3.14433, -0.35505, -0.64285], [1.06988, 5.61968, -1.89053], [3.07402, 6.90975, -1.13798], [4.44083, 6.11557, 0.73419], [3.85885, 3.99852, 1.92919], [-6.11035, -4.47884, 4.48580], [-5.33861, -3.32285, 3.91018], [-5.61545, -2.82604, 2.64590], [-4.93714, -1.73248, 2.11791], [-5.30932, -1.29178, 0.72671], [-3.93939, -1.09449, 2.87788], [-3.12996, 0.76763, 2.21082], [-3.62830, -1.60930, 4.14750], [-2.57290, -1.04225, 5.06098], [-4.33226, -2.70859, 4.63545], [-6.86678, -4.83558, 3.78748], [-6.61575, -4.18921, 5.40874], [-5.45080, -5.31521, 4.72467], [-6.38737, -3.30028, 2.04890], [-6.09693, -1.93143, 0.32834], [-4.45079, -1.34720, 0.05912], [-5.65017, -0.25645, 0.70660], [-2.03209, -0.22030, 4.60393], [-1.86282, -1.82272, 5.34025], [-3.02528, -0.66768, 5.98196], [-4.08594, -3.08460, 5.62432]],
  "forces_ev_per_angstrom": [[0.3, 0.9, 0.0], [0.0, -0.1, 0.0], [0.0, 0.1, 0.0], [0.0, -0.1, 0.0], [0.3, 0.1, -0.2], [-0.2, 0.0, 0.0], [0.0, 0.1, 0.0], [-0.2, -0.1, 0.1], [0.1, 0.2, -0.1], [0.0, -0.6, -0.3], [0.2, 0.1, 0.0], [-0.2, -0.1, 0.1], [0.3, 0.1, -0.2], [-0.1, -0.1, 0.0], [0.1, 0.1, 0.0], [0.0, -0.1, 0.0], [0.0, 0.1, 0.0], [0.0, 0.1, 0.3], [-0.2, -0.1, -0.1], [0.1, 0.0, 0.1], [-0.1, 0.0, -0.1], [0.0, -0.1, 0.1], [0.0, 0.1, -0.1], [0.0, -0.1, 0.1], [0.0, 0.0, 0.0], [0.0, 0.0, 0.0], [0.0, 0.0, 0.0], [0.0, 0.0, 0.1], [0.0, 0.0, 0.0], [0.0, 0.0, 0.0], [0.0, 0.0, 0.0], [0.1, 0.1, -0.1], [0.0, 0.0, 0.0], [0.0, 0.0, 0.0], [0.0, 0.0, 0.0], [0.0, 0.0, 0.0], [0.0, 0.0, 0.0], [0.0, 0.0, 0.1], [0.0, 0.0, -0.1], [0.0, 0.0, 0.0], [-0.1, 0.0, 0.1], [0.0, -0.1, 0.1], [-0.2, -0.4, 0.0], [0.0, 0.0, 0.0], [0.0, 0.1, 0.0], [0.0, 0.0, 0.0], [0.0, 0.0, 0.0], [0.0, 0.0, 0.0], [0.0, 0.0, 0.0], [0.0, 0.0, 0.0], [0.0, 0.0, 0.0], [-0.1, -0.2, 0.1], [0.0, 0.0, 0.0], [0.1, 0.0, 0.0], [0.0, 0.0, 0.0], [0.0, 0.0, 0.0], [0.0, 0.0, 0.0]]
}



[2]
{
  "formula": "C25H25O5PRu",
  "method": "the ωB97M-V functional and the def2-TZVPD basis",
  "lumo_ev": [-2.42, -4.24],
  "e_above_lowest_kcal_mol": 0.0,
  "e_tot_ha": -1779.817279,
  "total_charge": 1,
  "s_squared": 8.799,
  "gap_ha": [0.29358, 0.28767],
  "homo_ha": [-0.3825, -0.4434],
  "multiplicity": 6,
  "species": ["Ru", "O", "C", "O", "C", "O", "C", "C", "O", "O", "H", "H", "H", "H", "H", "C", "C", "C", "C", "C", "C", "C", "P", "C", "C", "C", "C", "C", "C", "C", "C", "C", "C", "C", "C", "C", "C", "H", "H", "H", "H", "H", "H", "H", "H", "H", "H", "H", "H", "H", "H", "H", "H", "H", "H", "H", "H"],
  "xyz": [[-0.14168, -1.22023, -1.86141], [3.47338, -3.60777, -1.94348], [2.26836, -3.10686, -1.79902], [1.86055, -2.14880, -2.44400], [1.46054, -3.84552, -0.75258], [0.17806, -3.27315, -0.60006], [-0.94781, -4.12957, -0.88623], [-1.74968, -3.69910, -2.12467], [-2.62093, -4.41909, -2.51580], [-1.40278, -2.53690, -2.64598], [3.95979, -3.12740, -2.63236], [1.99958, -3.80475, 0.19799], [1.41171, -4.89186, -1.06365], [-1.61615, -4.09672, -0.02643], [-0.62657, -5.16138, -1.02103], [0.61149, 3.11481, 1.60114], [0.79593, 3.22144, 0.11100], [1.37494, 4.36701, -0.42596], [1.55630, 4.52124, -1.79207], [1.15453, 3.52472, -2.66665], [0.58562, 2.37156, -2.15612], [0.40161, 2.21016, -0.78061], [-0.32844, 0.63495, -0.27982], [0.57868, 0.01012, 1.16038], [-0.10457, -0.29162, 2.33658], [0.55402, -0.86511, 3.41074], [1.90966, -1.14050, 3.31734], [2.60168, -0.82094, 2.15571], [1.96118, -0.24128, 1.06630], [2.78908, 0.19623, -0.11509], [-2.05338, 0.96667, 0.19163], [-2.52322, 2.26949, 0.12736], [-3.86642, 2.56405, 0.33381], [-4.77300, 1.53787, 0.58770], [-4.33353, 0.23643, 0.64937], [-2.96674, -0.09857, 0.46856], [-2.58247, -1.43702, 0.57442], [0.67376, 4.09908, 2.06184], [1.38243, 2.48740, 2.05329], [-0.35329, 2.67965, 1.86247], [1.68164, 5.15896, 0.24588], [2.00821, 5.42739, -2.17278], [1.28394, 3.64064, -3.73384], [0.26968, 1.58719, -2.83752], [-1.16025, -0.06621, 2.41883], [0.00750, -1.09202, 4.31616], [2.43485, -1.58685, 4.15107], [3.66806, -1.00444, 2.09961], [3.74499, -0.32656, -0.13127], [2.99982, 1.26705, -0.07308], [2.29278, 0.02277, -1.07301], [-1.84430, 3.08018, -0.10268], [-4.20228, 3.59048, 0.28299], [-5.82140, 1.76083, 0.73114], [-5.03371, -0.56574, 0.84417], [-1.54721, -1.74872, 0.55223], [-3.33456, -2.19369, 0.74747]],
  "forces_ev_per_angstrom": [[0.0, -0.1, 0.0], [-0.1, 0.0, 0.1], [-0.2, 0.2, -0.1], [0.2, -0.3, 0.2], [0.0, 0.1, -0.1], [0.1, 0.0, -0.1], [-0.1, -0.1, 0.0], [0.3, 0.2, 0.1], [-0.1, 0.0, -0.1], [-0.1, -0.2, 0.0], [0.0, 0.1, -0.1], [0.0, 0.0, 0.0], [0.0, 0.0, 0.0], [0.0, 0.0, 0.0], [0.0, 0.0, 0.0], [0.0, 0.0, 0.0], [-0.1, -0.1, 0.0], [0.0, 0.0, 0.0], [0.0, 0.0, 0.0], [0.0, 0.0, -0.1], [0.0, 0.1, 0.1], [0.0, 0.0, -0.2], [-0.2, 0.1, 0.1], [0.1, -0.1, 0.1], [0.0, 0.0, 0.0], [0.0, 0.0, 0.0], [0.0, 0.0, -0.1], [-0.1, 0.0, 0.1], [0.0, 0.2, 0.0], [0.0, -0.1, 0.0], [0.1, 0.0, 0.0], [0.0, 0.0, 0.0], [0.0, 0.0, 0.0], [0.0, 0.0, 0.0], [0.0, 0.0, 0.0], [0.0, 0.0, -0.1], [0.0, 0.0, 0.0], [0.0, 0.0, 0.0], [0.0, 0.0, 0.0], [0.0, 0.0, 0.0], [0.0, 0.0, 0.0], [0.0, 0.0, 0.0], [0.0, 0.0, 0.0], [0.0, 0.0, 0.0], [0.0, 0.0, 0.0], [0.0, 0.0, 0.0], [0.0, 0.0, 0.0], [0.0, 0.0, 0.0], [0.0, 0.0, 0.0], [0.0, 0.0, 0.0], [0.0, 0.0, 0.0], [0.0, 0.0, 0.0], [0.0, 0.0, 0.0], [0.0, 0.0, 0.0], [0.0, 0.0, 0.0], [0.0, 0.0, 0.0], [0.0, 0.0, 0.0]]
}



[3]
{
  "formula": "C43H36N4P2SSe2Sm",
  "method": "the ωB97M-V functional and the def2-TZVPD basis",
  "lumo_ev": [-3.88, -3.02],
  "e_above_lowest_kcal_mol": 29.2,
  "e_tot_ha": -8420.743716,
  "total_charge": 1,
  "s_squared": 8.775,
  "gap_ha": [0.23725, 0.26892],
  "homo_ha": [-0.3800, -0.3800],
  "multiplicity": 6,
  "species": ["Sm", "C", "C", "C", "C", "C", "C", "C", "C", "S", "C", "N", "C", "C", "C", "C", "C", "C", "C", "C", "H", "H", "H", "H", "H", "H", "H", "H", "H", "H", "H", "H", "H", "H", "H", "H", "Se", "P", "C", "C", "C", "C", "C", "C", "C", "C", "C", "C", "C", "C", "C", "C", "N", "N", "N", "P", "Se", "C", "C", "C", "C", "C", "C", "C", "C", "C", "C", "C", "C", "H", "H", "H", "H", "H", "H", "H", "H", "H", "H", "H", "H", "H", "H", "H", "H", "H", "H", "H", "H"],
  "xyz": [[-5.21729, -21.95493, -0.77113], [-7.24417, -18.61678, -5.09178], [-8.70832, -19.19329, -5.16134], [-9.58567, -17.92063, -5.33023], [-8.83505, -19.92688, -6.50782], [-9.08360, -20.08610, -4.04153], [-10.38389, -20.64387, -4.01802], [-10.75153, -21.54619, -3.02642], [-9.80108, -22.03482, -2.09745], [-9.79330, -23.35062, -1.05415], [-8.13417, -23.05202, -0.61128], [-7.58162, -22.06216, -1.28460], [-8.49047, -21.47536, -2.18881], [-8.14744, -20.45271, -3.05311], [-7.52497, -23.82832, 0.44006], [-8.17889, -24.87012, 1.09621], [-7.52458, -25.57904, 2.04173], [-6.25674, -25.15562, 2.47401], [-5.66865, -24.04105, 1.95116], [-6.28053, -23.33712, 0.91648], [-7.06065, -17.95992, -5.93773], [-6.44312, -19.34000, -5.06661], [-7.16833, -18.03061, -4.19045], [-9.23187, -17.33063, -6.14974], [-9.55049, -17.36783, -4.34238], [-10.66480, -18.18063, -5.42201], [-8.63424, -19.23752, -7.34084], [-9.80064, -20.44065, -6.67646], [-8.09201, -20.71373, -6.51734], [-11.17460, -20.20828, -4.67795], [-11.85333, -21.86995, -3.00852], [-7.18328, -19.93513, -3.13086], [-9.11952, -25.16966, 0.76517], [-7.97385, -26.42998, 2.57301], [-5.86335, -25.72109, 3.32288], [-4.75590, -23.63039, 2.36773], [1.20773, -20.20234, -2.34592], [0.10753, -21.48291, -3.56998], [-0.30287, -20.75285, -5.22815], [0.63172, -19.97381, -5.86348], [0.42323, -19.49450, -7.14665], [-0.70946, -19.88245, -7.85133], [-1.67335, -20.66631, -7.17491], [-1.47967, -21.10146, -5.88030], [0.79623, -23.06330, -3.96436], [0.18138, -23.88030, -4.89872], [0.58831, -25.20228, -5.06131], [1.68165, -25.69384, -4.27694], [2.36653, -24.86629, -3.43508], [1.88351, -23.53982, -3.21015], [-1.47614, -21.85747, -2.74195], [-2.04833, -21.01100, -1.76415], [-2.91648, -21.70583, -1.11685], [-3.01789, -22.91976, -1.65198], [-2.07977, -23.06259, -2.61250], [-2.41645, -19.28524, -1.55426], [-4.55916, -19.21764, -1.71507], [-1.81118, -18.82969, 0.06234], [-0.95721, -19.63549, 0.84414], [-0.67280, -19.23452, 2.16075], [-1.16042, -18.02670, 2.64780], [-1.93237, -17.20047, 1.83566], [-2.30772, -17.67105, 0.58065], [-1.72377, -18.24551, -2.72496], [-0.81140, -17.22603, -2.42484], [-0.42603, -16.34582, -3.37907], [-0.86176, -16.46967, -4.68737], [-1.70793, -17.49206, -5.01468], [-2.17190, -18.34451, -4.03604], [1.50050, -19.70469, -5.31410], [1.15023, -18.85536, -7.68407], [-0.96932, -19.55425, -8.90882], [-2.60198, -20.93802, -7.64070], [-2.36142, -21.62917, -5.44789], [-0.69063, -23.51370, -5.39364], [0.04200, -25.80033, -5.77399], [1.81126, -26.80829, -4.24998], [3.10252, -25.24213, -2.76676], [2.33686, -22.82733, -2.51266], [-0.58249, -20.55164, 0.39725], [0.07909, -19.78339, 2.78315], [-0.95527, -17.68505, 3.64568], [-2.28136, -16.25867, 2.28907], [-2.94735, -17.01099, -0.01793], [-0.53373, -17.10272, -1.40960], [0.35672, -15.61586, -3.16297], [-0.55989, -15.81050, -5.45605], [-2.01586, -17.62122, -6.04035], [-2.97284, -19.06183, -4.31832]],
  "forces_ev_per_angstrom": [[0.2, -0.4, 0.2], [-1.0, -0.3, 0.2], [0.9, 1.9, -2.1], [-1.1, -0.7, 2.9], [0.0, -0.7, -0.1], [0.0, -0.7, 0.9], [-0.3, 0.7, 0.8], [-1.8, -0.7, 0.0], [1.0, 1.9, -2.5], [0.0, -0.7, 1.1], [-1.5, 0.1, -0.7], [-0.4, -0.1, -0.2], [-0.1, -0.6, 1.3], [-0.8, 0.6, -1.8], [1.3, 0.8, 1.1], [0.7, 0.4, -1.1], [0.8, -0.6, 1.6], [-0.8, -1.2, 1.0], [0.2, 0.8, -0.1], [0.1, 0.1, -0.9], [-0.1, 0.0, -0.1], [0.1, -0.5, -0.1], [0.2, 0.4, 0.4], [0.0, 0.4, -0.4], [0.1, -0.1, -1.2], [0.7, 0.2, -0.4], [-0.1, -0.2, 0.3], [0.3, 0.5, 0.2], [0.3, -0.3, -0.3], [0.9, -0.8, 0.5], [1.9, 0.3, 0.1], [-0.2, -0.7, 0.6], [-1.6, -0.5, -0.4], [0.1, 0.4, -0.5], [0.3, 0.3, -0.4], [0.2, -0.3, 0.1], [0.3, 0.1, 0.2], [-0.7, 0.9, -1.0], [-0.5, -1.1, 1.1], [0.0, 0.3, -0.1], [0.2, 0.2, -1.4], [-1.4, -0.1, -0.4], [0.6, 0.5, -0.6], [-1.1, 0.0, -0.1], [1.3, -0.9, 0.9], [0.2, -1.0, 0.1], [0.9, 0.7, 0.8], [-1.8, -1.4, -1.2], [-1.2, 1.9, 1.0], [0.1, -0.3, -1.0], [0.0, -0.1, 0.9], [1.6, 0.8, -1.5], [-1.7, -1.4, 0.6], [1.1, -0.5, -0.5], [-0.9, 0.8, 0.4], [0.5, -0.7, 1.4], [-1.0, 0.4, 0.1], [0.3, -1.1, 0.5], [-0.5, 0.3, 0.2], [1.2, -0.5, -0.2], [-0.2, 0.2, -0.6], [-0.2, -0.4, 0.8], [-0.5, 2.5, 0.3], [0.4, 1.4, -1.8], [-1.1, -0.8, 0.6], [1.5, 1.0, -0.7], [0.0, -0.4, 0.4], [-0.4, -0.2, -0.4], [-1.1, -0.9, -0.4], [0.7, 0.3, 0.3], [-0.3, -0.4, 0.7], [0.7, -0.4, 1.5], [-0.2, 0.0, -0.4], [1.2, 0.2, 0.1], [-0.3, 0.0, -0.5], [0.1, -0.4, 0.1], [0.4, 1.3, -0.3], [0.7, -0.3, 0.2], [0.0, -0.6, -0.1], [0.2, 0.1, 0.3], [-1.0, 0.2, -0.7], [0.3, -0.1, 0.3], [0.0, -0.5, -0.7], [0.1, -0.4, 0.1], [0.6, 0.1, 0.7], [-0.5, 0.0, 0.2], [0.5, 0.7, -0.5], [-0.2, 0.0, -0.1], [0.8, 0.4, 0.3]]
}